1.
The ion C7H15N2 with charge +1 at a distorted geometry. Source: the Open Molecules 2025 dataset; level of theory: ωB97M-V with the def2-TZVPD basis set.

The calculation puts the HOMO-LUMO gap at 9.89 eV. The value obtained for the calculated total energy is -384.85363 Ha. The HOMO energy comes out at -13.1216 eV. Its charge is +1. As for the max |F|: 4.82 eV Å⁻¹. The SMILES is C[NH2+]C1([C@@H]2N[C@H]2C)CC1. Its relative energy (zero: lowest compared OMol25 entry of this formula, charge and spin) is 3.895 eV.

Each line ends with the Mulliken charge.
Geometry (Å):
C 1.27 1.86 -0.20  -0.607
C -0.12 1.92 -0.66  -0.872
C 0.09 -0.65 -0.11  -0.489
C 1.03 -1.64 -0.88  0.030
C 0.24 0.79 0.24  0.741
C 0.39 -2.69 -1.73  -1.358
C -1.94 1.00 1.39  -0.875
N 0.76 -1.74 0.56  -0.641
N -0.44 0.94 1.54  -0.205
H 1.94 1.57 -0.92  0.324
H 1.74 2.64 0.45  0.234
H -0.58 2.79 -0.23  0.391
H -0.26 1.75 -1.71  0.274
H -1.00 -0.95 -0.25  0.203
H 1.98 -1.50 -1.24  0.508
H -0.10 -2.39 -2.67  0.297
H -0.20 -3.28 -1.07  0.394
H 1.19 -3.38 -2.16  0.340
H -2.40 1.14 2.32  0.440
H -2.29 1.81 0.73  0.375
H -2.36 -0.02 1.04  0.294
H 1.60 -1.40 1.10  0.304
H -0.39 -0.01 2.06  0.475
H -0.16 1.46 2.40  0.426


2.
A cluster of 2 separate species, C23H38N4O5 in total at a distorted geometry. Source: the Open Molecules 2025 dataset; level of theory: ωB97M-V with the def2-TZVPD basis set.

The calculation puts the HOMO-LUMO gap at 8.49 eV. The value obtained for the calculated total energy is -1494.41453 Ha. The HOMO energy comes out at -7.9828 eV. Its charge is 0. As for the max |F|: 1.89 eV Å⁻¹. The SMILES is CNC(=O)[C@H](Cc1c[nH]c2ccccc12)NC(C)=O.COCCOC[C@@H](C)OC[C@@H](C)N. Its relative energy (zero: lowest compared OMol25 entry of this formula, charge and spin) is 0.000 eV.

Each line ends with the Mulliken charge.
Geometry (Å):
O -6.49 2.54 -2.55  -0.686
O -4.39 -2.11 -1.29  -0.638
O 1.63 4.65 2.82  -0.393
O 3.18 1.59 1.54  -0.278
O 5.11 -0.44 0.59  -0.415
C -5.95 1.50 -2.22  0.508
C -5.07 -1.54 -2.12  0.102
C -2.74 1.62 -0.90  -0.831
C -2.56 0.40 -1.45  0.727
C -0.58 -2.14 0.73  -1.180
C -0.38 -1.29 1.84  -0.433
C -1.29 -1.68 -0.40  0.164
C -0.90 0.01 1.82  -0.802
C -1.82 -0.37 -0.45  1.059
C -1.60 0.46 0.69  -0.779
N -2.20 1.66 0.37  0.083
N -6.37 -1.80 -2.27  -0.103
N 8.17 -0.82 0.29  -0.663
N -5.33 0.77 -3.15  -0.148
C 0.38 4.21 3.38  -0.416
C -6.03 1.07 -0.76  -0.741
C -7.11 -2.77 -1.45  -0.939
C 3.22 -1.77 -0.11  -1.083
C 6.70 -2.45 -0.74  -1.306
C 2.62 3.61 2.69  -0.523
C 2.37 2.76 1.45  0.303
C 2.94 0.65 0.48  -0.298
C 5.96 -1.28 1.38  -0.659
C 3.70 -0.64 0.80  0.541
C 7.15 -1.85 0.58  0.532
C -3.01 -0.05 -2.81  -1.602
C -4.49 -0.43 -3.03  0.295
H -3.25 2.45 -1.39  0.491
H -0.20 -3.15 0.75  0.465
H 0.16 -1.66 2.71  0.441
H -1.45 -2.34 -1.23  0.407
H -0.75 0.67 2.67  0.396
H -2.22 2.47 0.96  0.208
H -6.89 -1.27 -2.95  0.291
H 8.47 -0.34 1.14  0.215
H 8.96 -1.21 -0.22  0.221
H -5.37 1.19 -4.07  0.218
H -0.20 5.08 3.68  0.283
H 0.55 3.59 4.27  0.303
H -0.20 3.64 2.65  -0.005
H -6.13 1.96 -0.15  0.298
H -6.90 0.44 -0.62  0.271
H -5.14 0.53 -0.45  0.189
H -8.18 -2.66 -1.61  0.339
H -6.80 -3.78 -1.71  0.320
H -6.88 -2.60 -0.39  0.299
H 3.47 -1.56 -1.16  0.304
H 2.14 -1.89 -0.03  0.126
H 3.69 -2.72 0.17  0.310
H 7.55 -2.91 -1.26  0.436
H 6.28 -1.69 -1.40  0.282
H 5.95 -3.23 -0.57  0.262
H 3.61 4.07 2.62  0.297
H 2.61 2.97 3.58  0.317
H 1.32 2.48 1.38  -0.276
H 2.63 3.34 0.55  0.230
H 3.28 1.05 -0.48  0.291
H 1.87 0.44 0.41  -0.006
H 6.34 -0.70 2.23  0.259
H 5.40 -2.13 1.79  0.407
H 3.49 -0.91 1.84  0.220
H 7.62 -2.63 1.19  0.205
H -2.41 -0.91 -3.08  0.413
H -2.75 0.74 -3.52  0.451
H -4.50 -0.89 -4.02  0.422


3.
A structure of composition C4H6O3Rb at a distorted geometry. Source: the Open Molecules 2025 dataset; level of theory: ωB97M-V with the def2-TZVPD basis set.

Its expectation value of S² is 0.75. The calculation puts the HOMO-LUMO gap (spin up / spin down) at 6.72 / 9.42 eV. The value obtained for the calculated total energy is -405.06558 Ha. The HOMO energy (spin up / spin down) comes out at -14.9036 / -17.6132 eV. As for the spin multiplicity: 2. Its charge is +2. As for the max |F|: 2.05 eV Å⁻¹. Its relative energy (zero: lowest compared OMol25 entry of this formula, charge and spin) is 1.047 eV.

Each line ends with the Löwdin spin population.
Geometry (Å):
C 2.51 0.17 -0.57  0.654
C 3.53 -0.05 -1.59  0.062
O 2.15 -0.49 -1.72  0.202
Rb 0.26 -2.90 -3.11  0.001
H 2.37 -0.29 0.41  0.061
H 4.24 -0.87 -1.47  0.003
H 3.81 0.75 -2.28  0.003
C -2.76 1.71 -0.78  0.000
O -3.28 0.97 -1.46  0.000
O -2.03 2.31 -0.05  0.001
C -0.50 2.74 -0.18  0.006
H -0.18 2.65 0.86  0.001
H 0.06 2.24 -0.98  0.007
H -0.60 3.75 -0.59  0.000


Copy entry 2 word for word.
A cluster of 2 separate species, C23H38N4O5 in total at a distorted geometry. Source: the Open Molecules 2025 dataset; level of theory: ωB97M-V with the def2-TZVPD basis set.

The calculation puts the HOMO-LUMO gap at 8.49 eV. The value obtained for the calculated total energy is -1494.41453 Ha. The HOMO energy comes out at -7.9828 eV. Its charge is 0. As for the max |F|: 1.89 eV Å⁻¹. The SMILES is CNC(=O)[C@H](Cc1c[nH]c2ccccc12)NC(C)=O.COCCOC[C@@H](C)OC[C@@H](C)N. Its relative energy (zero: lowest compared OMol25 entry of this formula, charge and spin) is 0.000 eV.

Each line ends with the Mulliken charge.
Geometry (Å):
O -6.49 2.54 -2.55  -0.686
O -4.39 -2.11 -1.29  -0.638
O 1.63 4.65 2.82  -0.393
O 3.18 1.59 1.54  -0.278
O 5.11 -0.44 0.59  -0.415
C -5.95 1.50 -2.22  0.508
C -5.07 -1.54 -2.12  0.102
C -2.74 1.62 -0.90  -0.831
C -2.56 0.40 -1.45  0.727
C -0.58 -2.14 0.73  -1.180
C -0.38 -1.29 1.84  -0.433
C -1.29 -1.68 -0.40  0.164
C -0.90 0.01 1.82  -0.802
C -1.82 -0.37 -0.45  1.059
C -1.60 0.46 0.69  -0.779
N -2.20 1.66 0.37  0.083
N -6.37 -1.80 -2.27  -0.103
N 8.17 -0.82 0.29  -0.663
N -5.33 0.77 -3.15  -0.148
C 0.38 4.21 3.38  -0.416
C -6.03 1.07 -0.76  -0.741
C -7.11 -2.77 -1.45  -0.939
C 3.22 -1.77 -0.11  -1.083
C 6.70 -2.45 -0.74  -1.306
C 2.62 3.61 2.69  -0.523
C 2.37 2.76 1.45  0.303
C 2.94 0.65 0.48  -0.298
C 5.96 -1.28 1.38  -0.659
C 3.70 -0.64 0.80  0.541
C 7.15 -1.85 0.58  0.532
C -3.01 -0.05 -2.81  -1.602
C -4.49 -0.43 -3.03  0.295
H -3.25 2.45 -1.39  0.491
H -0.20 -3.15 0.75  0.465
H 0.16 -1.66 2.71  0.441
H -1.45 -2.34 -1.23  0.407
H -0.75 0.67 2.67  0.396
H -2.22 2.47 0.96  0.208
H -6.89 -1.27 -2.95  0.291
H 8.47 -0.34 1.14  0.215
H 8.96 -1.21 -0.22  0.221
H -5.37 1.19 -4.07  0.218
H -0.20 5.08 3.68  0.283
H 0.55 3.59 4.27  0.303
H -0.20 3.64 2.65  -0.005
H -6.13 1.96 -0.15  0.298
H -6.90 0.44 -0.62  0.271
H -5.14 0.53 -0.45  0.189
H -8.18 -2.66 -1.61  0.339
H -6.80 -3.78 -1.71  0.320
H -6.88 -2.60 -0.39  0.299
H 3.47 -1.56 -1.16  0.304
H 2.14 -1.89 -0.03  0.126
H 3.69 -2.72 0.17  0.310
H 7.55 -2.91 -1.26  0.436
H 6.28 -1.69 -1.40  0.282
H 5.95 -3.23 -0.57  0.262
H 3.61 4.07 2.62  0.297
H 2.61 2.97 3.58  0.317
H 1.32 2.48 1.38  -0.276
H 2.63 3.34 0.55  0.230
H 3.28 1.05 -0.48  0.291
H 1.87 0.44 0.41  -0.006
H 6.34 -0.70 2.23  0.259
H 5.40 -2.13 1.79  0.407
H 3.49 -0.91 1.84  0.220
H 7.62 -2.63 1.19  0.205
H -2.41 -0.91 -3.08  0.413
H -2.75 0.74 -3.52  0.451
H -4.50 -0.89 -4.02  0.422